1.
C19H46BN3O6 | wB97M-V/def2-TZVPD

Output
SMILES: [H]/N=C(\N)NCCCCBCC.COCCOCCOC.COCCOCCOC
E_LUMO, eV: 0.560
Gap between HOMO and LUMO, eV: 9.71
Spin multiplicity: 1
Electronic energy, eV: -37876.3158
HOMO, eV: -9.148

Atoms and positions in Å:
C1 -1.14036 -3.99503 3.88334
C2 -0.75081 -4.43777 2.43182
B1 -0.77835 -3.25273 1.34914
C3 0.37985 -2.14662 1.17336
C4 0.30461 -0.98093 2.22767
C5 -0.90714 -0.01836 2.01267
C6 -2.03963 -0.20924 3.08908
N1 -3.37869 0.08222 2.56954
C7 -4.08438 -1.07050 2.16281
N2 -3.69300 -2.26843 2.33876
N3 -5.35646 -0.78240 1.51874
H1 -1.98315 -3.28410 3.92126
H2 -1.47503 -4.89553 4.44333
H3 -0.27542 -3.60037 4.45555
H4 -1.51372 -5.18399 2.11348
H5 0.21286 -4.99473 2.44220
H6 -1.70895 -3.20792 0.60306
H7 0.25091 -1.69012 0.17205
H8 1.36033 -2.64614 1.30974
H9 1.22307 -0.36860 2.09467
H10 0.34665 -1.36273 3.26519
H11 -0.51415 1.01171 2.14710
H12 -1.30794 -0.06475 0.98474
H13 -1.83011 0.56274 3.86075
H14 -1.92476 -1.18234 3.59802
H15 -3.93316 0.53692 3.28697
H16 -4.35518 -2.93446 1.95327
H17 -5.86896 -1.64543 1.37819
H18 -5.89116 -0.27462 2.22576
C8 -3.53141 2.81382 -0.00321
O1 -2.65808 3.84555 -0.41637
C9 -3.25923 4.70286 -1.37438
C10 -2.51430 6.02342 -1.44350
O2 -2.86971 6.92694 -0.40085
C11 -2.36536 6.61975 0.89446
C12 -0.88006 6.90211 1.04411
O3 -0.11455 5.84328 0.48826
C13 1.21107 6.23902 0.20665
H19 -3.82594 2.19068 -0.85404
H20 -3.00604 2.19596 0.72326
H21 -4.41976 3.23606 0.48064
H22 -4.30804 4.88784 -1.11427
H23 -3.21008 4.20386 -2.35064
H24 -2.81048 6.52530 -2.36773
H25 -1.43429 5.87726 -1.48749
H26 -2.61226 5.59685 1.18157
H27 -2.90092 7.28794 1.57291
H28 -0.62933 6.97444 2.11036
H29 -0.63744 7.84909 0.54923
H30 1.22092 7.04721 -0.53284
H31 1.73811 5.38147 -0.20848
H32 1.72136 6.56284 1.12010
C14 3.23979 -0.27835 -1.75729
O4 3.95644 -1.45083 -2.08098
C15 4.02537 -2.35074 -0.98456
C16 4.36295 -3.74944 -1.46727
O5 3.23787 -4.45452 -1.98327
C17 2.77018 -4.04083 -3.26276
C18 3.67226 -4.48060 -4.40326
O6 4.78600 -3.60763 -4.52082
C19 5.84729 -4.19717 -5.24125
H33 3.72012 0.25498 -0.92995
H34 3.23162 0.36440 -2.63655
H35 2.20385 -0.52132 -1.49570
H36 3.06979 -2.37005 -0.44804
H37 4.81388 -1.99513 -0.30883
H38 4.69017 -4.33061 -0.60175
H39 5.18689 -3.74360 -2.18210
H40 2.58456 -2.96639 -3.28654
H41 1.80733 -4.54145 -3.38814
H42 3.11206 -4.43983 -5.34628
H43 4.00974 -5.50783 -4.22572
H44 6.21073 -5.09223 -4.72452
H45 6.65946 -3.47421 -5.29742
H46 5.52970 -4.45586 -6.25702

Atomic forces in eV per Å
0.2127 -0.6155 0.4087
-0.5217 -0.0805 -0.3016
0.5466 0.0687 0.4795
-0.8048 -0.2296 0.6808
0.2544 0.3364 -0.7326
0.1077 0.0865 0.7930
1.3084 0.8916 0.2122
-0.1091 -1.3036 0.2626
-1.5215 -0.7042 -0.6111
0.8063 0.5763 -0.1087
0.7379 0.4416 1.2902
0.4829 -0.2633 -0.2176
0.2043 0.4966 -0.2555
-0.4650 0.0107 -0.4400
0.4367 0.3781 0.1892
-0.3958 0.4917 0.0860
0.0038 -0.0262 -0.0801
0.5342 -0.2272 0.3995
-0.3371 0.2831 -0.3603
-0.4263 -0.4104 0.1338
-0.1779 0.1100 -0.4370
-0.3727 -0.4692 -0.2566
0.1113 -0.2286 0.4442
-0.2384 -0.4934 -0.3088
-0.4171 0.2812 -0.4360
-0.0199 0.3220 -0.2460
0.0849 0.0240 -0.0356
0.1583 -0.0466 -0.0555
-0.1620 0.3302 -0.5310
0.2475 0.0744 -0.0091
-0.1496 0.1127 0.1599
0.4847 -0.1753 0.1007
-0.2731 0.1132 -0.0625
0.1072 -0.1402 0.0285
0.0128 0.2851 -0.0559
-0.0460 -0.5055 0.0771
0.0315 0.1049 -0.2162
-0.1903 -0.1232 0.0736
-0.1310 -0.0419 0.0420
0.0137 0.0000 -0.0638
-0.1067 -0.0706 -0.0838
-0.0190 0.0508 -0.0445
-0.1624 0.0971 -0.1175
-0.0621 0.0243 0.0512
-0.0088 -0.2075 0.1073
0.2059 -0.0831 -0.0413
0.0148 0.0462 -0.0508
-0.0484 0.2073 0.0453
-0.0388 0.0493 0.0127
0.0868 0.0822 0.0555
-0.0527 -0.0254 0.0418
0.0851 0.0874 -0.0381
0.1221 -0.1304 -0.1164
-0.2269 -0.0252 -0.0369
0.2888 0.1104 -0.3625
-0.1758 -0.0846 0.2146
0.0914 0.1283 -0.0743
-0.0068 -0.2895 0.0229
0.0021 0.5113 -0.0199
0.1558 -0.1386 0.1387
-0.1633 0.1556 0.0804
-0.0956 0.0543 0.0661
0.0675 -0.0386 0.0068
-0.0052 0.0701 0.1300
0.0064 -0.0455 0.0356
-0.0476 -0.0995 0.1924
-0.0830 -0.0052 0.0093
-0.0414 0.2163 -0.0700
0.1824 0.0493 -0.1127
0.0357 -0.0500 0.0292
-0.1021 -0.1903 -0.0009
-0.0448 -0.0419 0.0178
0.0086 -0.0848 -0.1010
-0.0613 0.0372 0.0057
0.0705 -0.1014 -0.0326

Charges computed using Mulliken, reported in e: -0.848, -0.352, -0.126, -0.311, -0.785, -0.519, -0.654, -0.245, 0.262, -0.407, -0.589, 0.159, 0.366, 0.244, 0.236, 0.317, -0.074, 0.184, 0.131, 0.382, 0.311, 0.322, 0.411, 0.378, 0.190, 0.334, 0.141, 0.283, 0.239, -0.620, -0.211, -0.605, -0.408, -0.476, -0.333, -0.599, -0.193, -0.797, 0.358, 0.026, 0.321, 0.355, 0.413, 0.402, 0.177, 0.136, 0.392, 0.409, 0.358, 0.325, 0.228, 0.318, -0.660, -0.287, -0.081, -0.512, -0.472, -0.365, -0.605, -0.242, -0.781, 0.315, 0.260, 0.200, -0.061, 0.478, 0.446, 0.183, 0.189, 0.394, 0.424, 0.347, 0.327, 0.233, 0.318

=====

2.
C4H8OS | wB97M-V/def2-TZVPD

Output
E_LUMO, eV: 0.835
Gap between HOMO and LUMO, eV: 9.51
Spin multiplicity: 1
Electronic energy, eV: -17157.1716
HOMO, eV: -8.680

Atoms and positions in Å:
C1 -2.23071 0.29305 0.14414
C2 1.42782 1.11894 0.40513
C3 -0.95439 1.18807 -0.08539
C4 2.17454 -1.62334 -0.14268
O1 0.31610 0.49743 0.01036
S1 2.70463 0.05146 0.49339
H1 -2.11616 0.17321 1.26738
H2 -2.29564 -0.61358 -0.52035
H3 -1.07231 1.42221 -1.17442
H4 -0.97907 2.09261 0.45985
H5 -3.06606 0.96859 -0.00480
H6 2.70284 -2.58445 0.31246
H7 2.28454 -1.53248 -1.21400
H8 1.10388 -1.45171 0.04893

Atomic forces in eV per Å
2.2980 0.5787 1.9329
-1.6806 -0.1551 -0.0876
-0.9524 -1.1266 -3.5961
0.0229 0.0246 0.9200
-0.4889 -0.0921 0.4104
1.6563 -0.7906 0.1221
-0.9150 -1.0596 -1.2553
0.2055 0.9089 1.0823
0.6100 0.3739 0.7373
0.2060 0.7618 0.8909
-0.2113 -0.0805 -0.1905
-1.2734 2.4455 -0.7986
0.2893 -0.4700 -0.2448
0.2335 -1.3188 0.0771

Charges computed using Mulliken, reported in e: -0.968, -0.294, -0.406, -0.595, -0.066, 0.021, 0.275, 0.296, 0.266, 0.430, 0.345, 0.291, 0.253, 0.151

=====

3.
C5H16NS | wB97M-V/def2-TZVPD

Output
Total charge: +1
E_LUMO, eV: -3.136
Gap between HOMO and LUMO, eV: 9.66
Spin multiplicity: 1
Electronic energy, eV: -17763.4199
HOMO, eV: -12.796

Atoms and positions in Å:
C1 -1.98025 -0.31353 2.14199
S1 -2.06686 0.27121 0.45096
C2 -2.02756 2.08572 0.54293
H1 -2.64804 0.28058 2.79152
H2 -0.96261 -0.28037 2.56928
H3 -2.30643 -1.35820 2.29219
H4 -1.68056 2.42082 -0.43735
H5 -2.96109 2.40774 0.92976
H6 -1.32483 2.36480 1.31960
C3 1.68770 -1.09051 0.41242
C4 1.70957 -0.44324 -0.98374
C5 1.27315 -1.38263 -2.08030
N1 0.69704 0.69826 -0.94111
H7 2.16042 -0.45603 1.12626
H8 0.63647 -1.33966 0.57659
H9 2.28864 -2.00950 0.35413
H10 2.68384 0.01285 -1.23258
H11 0.20024 -1.72441 -1.93925
H12 1.92237 -2.23177 -2.22625
H13 1.34335 -0.84027 -3.02705
H14 1.02740 1.50256 -0.36090
H15 0.48380 1.07910 -1.89916
H16 -0.15578 0.34648 -0.37996

Atomic forces in eV per Å
0.1423 0.0652 1.5698
-0.1678 -0.6898 -0.5536
1.0648 -1.1130 0.8581
0.3107 -0.1269 -0.3651
-0.3451 0.2548 -0.2888
-0.0302 0.4451 -0.7765
-0.6006 0.3160 0.2263
-1.0351 0.6745 -0.4889
0.5000 0.1796 -0.0623
0.2425 -0.5053 -1.8334
0.4075 0.0735 0.4028
-1.3284 0.3261 -0.5789
0.4106 0.9111 0.2246
-0.1010 0.4882 0.8513
0.2368 -0.1014 0.6714
-0.3337 0.2040 0.1175
-0.3721 -0.2414 0.1923
1.2629 0.2614 -0.1085
0.1755 -0.3053 0.4240
-0.2807 -0.0568 -0.1151
0.0143 -0.7363 -0.6391
-0.0473 -0.6376 1.2113
-0.1260 0.3143 -0.9394

Charges computed using Mulliken, reported in e: -0.816, -0.062, -0.859, 0.351, 0.271, 0.337, 0.318, 0.377, 0.294, -1.134, 0.196, -1.291, -0.154, 0.384, 0.334, 0.369, 0.299, 0.304, 0.386, 0.409, 0.427, 0.359, -0.099

=====

4.
C11H9CsF6N5O5S3 | wB97M-V/def2-TZVPD

Output
Total charge: -1
E_LUMO, eV: 2.101
Gap between HOMO and LUMO, eV: 6.11
Spin multiplicity: 1
Electronic energy, eV: -78599.3104
HOMO, eV: -4.009

Atoms and positions in Å:
Cs1 -0.07008 -1.37899 0.53669
F1 4.56801 -0.86308 -3.02245
C1 4.26053 -0.15303 -1.91682
F2 4.65042 1.12655 -2.04834
F3 4.88842 -0.67620 -0.86198
S1 2.40735 -0.12274 -1.76755
O1 2.27605 0.93019 -0.84059
O2 1.88618 -0.02250 -3.09546
N1 2.14628 -1.49141 -1.02473
S2 2.28792 -3.05810 -1.35010
O3 3.55684 -3.38452 -1.93773
O4 1.85126 -3.75678 -0.13511
C2 0.96222 -3.14510 -2.72742
F4 0.58597 -4.40970 -2.75048
F5 1.37360 -2.58552 -3.88206
F6 -0.16812 -2.49216 -2.33371
O5 0.26492 -0.36297 3.01550
N2 -0.56391 -0.00001 3.96864
C3 -0.59047 -0.67250 5.14053
C4 -1.48380 -0.32691 6.15901
C5 -2.25239 0.79780 5.95573
C6 -2.25224 1.44818 4.76270
C7 -1.46948 0.98656 3.61090
S3 -1.84047 1.53141 2.10899
H1 0.13767 -1.56843 5.20016
H2 -1.61443 -0.89621 7.07256
H3 -2.82664 1.27422 6.70024
H4 -2.67912 2.40755 4.63761
N3 0.17643 2.35842 -3.29736
C8 -1.05850 2.04410 -2.82911
C9 -1.03249 1.10253 -1.73530
N4 -2.15230 0.66585 -1.20560
C10 -3.36243 1.14641 -1.59594
C11 -3.32549 2.13896 -2.58715
N5 -2.20128 2.70401 -3.10595
H5 0.86146 1.60538 -3.35929
H6 0.33865 3.06234 -3.99602
H7 -0.08783 0.76089 -1.35222
H8 -4.22213 0.72626 -1.19095
H9 -4.22654 2.54924 -2.91985

Atomic forces in eV per Å
-1.4513 0.3407 1.1265
0.4685 0.4888 0.4598
-0.5209 -0.0398 -0.6917
0.3850 -0.4482 -0.2872
-0.2960 0.1565 -0.4332
2.7421 -2.6004 0.5755
-1.2692 1.2979 0.9360
-0.3624 0.1949 -0.4227
0.3971 -0.3737 -0.5540
0.2631 2.1814 0.7446
-0.6348 -0.4990 -0.0738
0.0803 0.6026 -2.2787
-0.2957 0.6381 1.4853
0.2637 -0.7892 -1.4769
-0.4108 -1.4663 1.0554
0.7812 0.2093 -0.3335
0.4858 -0.5859 0.5609
0.0192 0.1850 -1.4160
0.2510 -1.3548 1.0686
0.9614 -0.9566 -0.4891
-0.1599 0.9302 -0.8166
1.9793 -0.6975 -1.2434
-1.5597 -0.0999 3.5274
0.4538 0.2063 -1.4266
-1.3333 1.8053 -0.2382
0.4844 -0.0945 -0.1656
-0.6486 0.0201 1.1534
-0.8752 0.5630 -0.1342
0.5335 0.2303 -0.9666
-0.4277 0.3902 2.0298
-1.9914 0.2510 -1.1073
0.0120 -0.4333 0.6762
3.4731 1.3335 -2.3930
1.1006 -0.5053 1.4343
0.5801 -1.6911 -0.4149
-0.3415 0.1976 0.3801
-0.5844 0.1471 -0.0701
0.1109 -0.0314 0.0475
-1.3595 -0.5245 0.6499
-1.3040 0.8214 -0.4779

Charges computed using Mulliken, reported in e: 1.363, -0.212, 0.485, -0.215, -0.220, 1.260, -0.672, -0.805, -0.585, 0.967, -0.630, -0.626, 0.693, -0.235, -0.172, -0.244, -0.836, 0.382, 0.037, -0.785, -0.120, -0.799, 0.133, -0.407, 0.276, 0.347, 0.371, 0.355, -0.273, 0.107, 0.420, -0.140, -0.494, -0.228, -0.673, 0.271, 0.243, -0.248, 0.473, 0.437

=====

5.
C6H10O | wB97M-V/def2-TZVPD

Output
<S²>: 0.765
Total charge: -1
E_LUMO (alpha / beta), eV: 4.006 / 3.851
Gap between HOMO and LUMO (alpha / beta), eV: 3.64 / 6.83
Spin multiplicity: 2
Electronic energy, eV: -8429.1796
HOMO (alpha / beta), eV: 0.368 / -2.978

Atoms and positions in Å:
C1 -1.08290 0.69521 -2.24351
C2 -0.69978 0.90676 -0.80918
C3 -1.61329 1.55541 0.01870
C4 1.67844 -1.04894 1.50820
O1 1.55227 -2.10044 2.49728
C5 0.37691 -0.62924 0.90935
C6 0.35078 0.10539 -0.25873
H1 -1.44757 -0.31999 -2.42521
H2 -1.87767 1.38848 -2.51519
H3 -0.27771 0.89449 -2.96580
H4 -2.49180 2.10152 -0.29289
H5 -1.39311 1.53101 1.08368
H6 2.34428 -1.39275 0.71259
H7 2.15119 -0.22354 2.05419
H8 1.65903 -2.94295 2.04258
H9 -0.51351 -0.65450 1.52409
H10 1.28442 0.13410 -0.84016

Atomic forces in eV per Å
0.4092 0.7017 -0.5631
-0.8198 -0.3876 1.0071
0.4442 -0.4343 0.3753
-0.6557 -0.1222 0.1661
0.2692 -0.1848 -0.0075
-0.0250 0.3384 0.0570
0.4441 0.1844 -0.8693
0.0152 -0.0527 0.0556
-0.2258 0.0775 -0.0532
0.1536 -0.2060 0.1360
-0.0900 -0.1168 -0.2959
-0.1351 0.2670 -0.0495
0.2982 0.2482 -0.0904
0.2402 -0.0375 0.0584
-0.2504 0.1864 0.0077
0.0476 -0.0136 0.2558
-0.1196 -0.4480 -0.1902

Charges computed using Mulliken, reported in e: -1.124, 0.258, -1.130, -0.241, -0.483, -0.320, -0.532, 0.223, 0.322, 0.285, 0.295, 0.283, 0.219, 0.111, 0.280, 0.371, 0.183

=====

6.
C8H6N2O2S | wB97M-V/def2-TZVPD

Output
E_LUMO (alpha / beta), eV: -0.169 / -2.622
Gap between HOMO and LUMO (alpha / beta), eV: 9.01 / 5.17
Spin multiplicity: 1
Electronic energy, eV: -26295.7195
HOMO (alpha / beta), eV: -9.178 / -7.794

Atoms and positions in Å:
C1 0.08838 -0.05772 2.06365
C2 -0.55469 -1.24316 1.79874
C3 0.50953 0.69138 0.97543
C4 -0.66601 -1.67180 0.52582
C5 0.43031 0.32799 -0.33974
C6 -0.19252 -0.91017 -0.55196
C7 0.86973 0.97399 -1.63803
C8 0.31510 1.79953 -2.43168
N1 -0.13292 2.71732 -3.09643
N2 -0.74547 2.54528 -4.27687
O1 -0.89626 1.37470 -4.89537
O2 -1.15349 3.48597 -4.95241
S1 -0.46601 -1.63908 -2.07683
H1 0.36418 0.24068 3.10220
H2 -0.74042 -1.79697 2.74662
H3 0.96994 1.58029 1.16222
H4 -0.97258 -2.70505 0.38631
H5 1.84718 0.52522 -1.98153
H6 -0.93952 0.64916 -4.33065

Atomic forces in eV per Å
0.4340 0.5262 0.0324
0.5558 -0.0307 3.2816
0.2772 0.1568 -0.2065
-0.0184 -1.4223 -0.1788
-1.5791 -0.9176 -1.5283
-0.7152 -1.3967 -0.4656
2.7352 -1.6283 1.9403
-0.4438 -0.1404 0.3897
-0.1919 1.2438 -1.4446
-0.6117 1.4792 0.5012
0.3528 -0.1715 -2.4970
-0.0066 0.9388 0.1483
0.0613 0.1129 -0.3593
-0.5006 -0.0928 -1.0622
-0.4648 -0.2508 -1.3276
1.2916 2.4931 0.6394
-0.2953 0.3286 -0.4278
-0.8423 0.7953 0.2700
-0.0381 -2.0233 2.2948

Charges computed using Mulliken, reported in e: -0.495, -0.363, -0.203, -0.469, 0.010, 0.578, -1.074, 0.691, -0.390, 0.809, -0.412, -0.615, -0.213, 0.328, 0.279, 0.524, 0.361, 0.326, 0.327